C6H13N | ωB97M-V with the def2-TZVPD basis set

XYZ file:
```
20
Properties=species:S:1:pos:R:3:mulliken_charge:R:1
C -1.309 1.767 0.624 -1.379
C -0.639 0.416 0.659 0.041
N -0.787 -0.458 -0.489 -0.421
C -1.130 -1.847 -0.252 -0.862
C 0.550 0.036 -0.161 1.416
C 1.589 -0.902 0.436 -1.599
C 1.129 1.017 -1.165 -1.709
H -2.373 1.675 0.871 0.324
H -0.851 2.449 1.349 0.309
H -1.235 2.216 -0.370 0.330
H -0.684 -0.080 1.635 0.380
H -0.774 -2.460 -1.087 0.276
H -0.724 -2.265 0.683 0.312
H -2.221 -1.933 -0.214 0.308
H 2.539 -0.373 0.567 0.418
H 1.295 -1.298 1.413 0.395
H 1.780 -1.751 -0.233 0.316
H 0.342 1.439 -1.794 0.480
H 1.853 0.518 -1.820 0.387
H 1.649 1.835 -0.651 0.278
```

Output
* max |F|: 0.219 eV/Å
* multiplicity: 1
* relative energy (zero: lowest compared OMol25 entry of this formula, charge and spin): 18.4 kcal/mol
* net charge: 0
* DFT total energy: -7922.0355 eV
* SMILES: C[C@H]1N(C)C1(C)C
* HOMO level: -8.764 eV
* LUMO level: 1.10 eV
* orbital gap: 9.86 eV

***

C5H7NO | ωB97M-V with the def2-TZVPD basis set

XYZ file:
```
14
Properties=species:S:1:pos:R:3:mulliken_charge:R:1
O 1.747 1.891 -0.434 -0.513
C 1.196 0.817 -1.088 -0.184
C 0.109 0.259 -0.579 -0.308
C -1.064 -0.679 -0.811 -0.282
N -1.425 -0.654 0.652 -0.564
C -0.324 0.328 0.840 0.047
C -0.167 -1.072 1.283 -0.334
H 1.758 0.511 -1.963 0.379
H -1.831 -0.140 -1.375 0.258
H -0.938 -1.687 -1.218 0.283
H 1.015 2.268 0.077 0.333
H -0.387 1.140 1.564 0.431
H -0.129 -1.218 2.351 0.265
H 0.440 -1.765 0.699 0.189
```

Output
* max |F|: 0.608 eV/Å
* multiplicity: 1
* relative energy (zero: lowest compared OMol25 entry of this formula, charge and spin): 82.5 kcal/mol
* net charge: 0
* DFT total energy: -8832.6267 eV
* SMILES: O/C=C1/CN2C[C@@H]12
* HOMO level: -8.377 eV
* LUMO level: 0.90 eV
* orbital gap: 9.27 eV

***

C8H11BrO | ωB97M-V with the def2-TZVPD basis set

XYZ file:
```
21
Properties=species:S:1:pos:R:3:mulliken_charge:R:1
C 0.083 3.061 0.213 -0.564
C 0.341 1.988 1.067 -0.386
C -0.189 2.502 -1.007 -0.447
C 0.054 0.816 0.349 0.472
C 1.646 -1.311 -1.400 -1.130
C 0.082 -0.894 2.019 -1.252
C 0.491 -1.602 -0.369 -0.690
C 0.226 -0.561 0.738 0.801
O -0.234 1.173 -0.916 -0.290
Br -4.140 -1.649 0.030 -0.208
H 0.275 4.050 0.338 0.483
H 0.719 1.981 2.128 0.313
H -0.683 2.949 -1.850 0.381
H 2.648 -1.042 -0.922 0.262
H 2.007 -2.227 -1.739 0.425
H 1.281 -0.610 -2.172 0.299
H -4.914 -2.558 -0.680 0.196
H -0.082 -1.881 2.349 0.331
H 0.041 -0.172 2.809 0.229
H -0.352 -1.535 -1.054 0.160
H 0.700 -2.480 0.070 0.617
```

Output
* max |F|: 4.851 eV/Å
* multiplicity: 1
* relative energy (zero: lowest compared OMol25 entry of this formula, charge and spin): 20.6 kcal/mol
* net charge: 0
* DFT total energy: -80562.0478 eV
* SMILES: C=C(CC)c1ccco1.Br
* HOMO level: -7.879 eV
* LUMO level: 0.70 eV
* orbital gap: 8.58 eV

***

C6H11FN2 | ωB97M-V with the def2-TZVPD basis set

XYZ file:
```
20
Properties=species:S:1:pos:R:3:mulliken_charge:R:1
C 1.084 -0.616 0.414 -0.689
C -2.377 0.839 0.022 -0.381
C 0.648 0.477 -0.531 0.674
C 2.591 -0.664 0.512 -0.853
C 0.540 1.501 0.652 -1.553
C -1.836 -1.613 -0.407 -0.764
N -0.612 0.236 -1.317 -0.599
N -1.730 -0.122 -0.495 0.478
F -3.407 0.443 0.767 -0.190
H 1.295 0.861 -1.210 0.462
H 2.923 -1.594 1.013 0.317
H 2.670 0.283 1.227 0.211
H 3.055 -0.464 -0.540 0.271
H 0.340 1.037 1.550 0.492
H -0.410 2.082 0.442 0.432
H 1.527 1.998 0.776 0.373
H -1.611 -1.839 -1.380 0.342
H -0.952 -1.842 0.324 0.280
H -2.769 -2.150 -0.167 0.329
H -0.967 1.147 -1.651 0.369
```

Output
* max |F|: 4.230 eV/Å
* multiplicity: 1
* relative energy (zero: lowest compared OMol25 entry of this formula, charge and spin): 156.0 kcal/mol
* net charge: 0
* DFT total energy: -12090.6267 eV
* HOMO level: -8.701 eV
* LUMO level: 0.25 eV
* orbital gap: 8.96 eV

***

C18H16N8S3SbSe3TeTi | ωB97M-V with the def2-TZVPD basis set

XYZ file:
```
51
Properties=species:S:1:pos:R:3:mulliken_spin:R:1
Ti 0.362 -0.634 -0.425 0.899
N 3.355 2.191 0.819 0.019
C 2.744 1.269 0.061 0.035
N 1.463 1.166 -0.029 0.016
C 0.628 1.997 0.734 0.112
N -0.663 1.887 0.628 -0.122
N -1.007 0.871 -0.232 0.226
C -2.260 0.728 -0.665 0.208
C -2.489 -0.301 -1.607 0.096
C -3.745 -0.533 -2.219 0.061
C -3.856 -1.494 -3.185 -0.008
C -2.726 -2.246 -3.555 0.168
C -1.532 -1.981 -2.909 -0.059
N -1.400 -1.058 -1.962 0.137
C 1.244 2.963 1.647 0.006
C 0.518 3.781 2.508 0.035
C 1.162 4.672 3.345 -0.019
C 2.555 4.754 3.334 0.035
C 3.293 3.940 2.497 -0.016
C 2.639 3.043 1.658 0.026
H 4.360 2.144 0.869 -0.003
H 3.393 0.568 -0.460 0.000
H -3.035 1.422 -0.358 0.026
H -4.593 0.073 -1.924 0.002
H -4.810 -1.669 -3.669 0.002
H -2.772 -3.003 -4.325 0.015
H -0.620 -2.516 -3.157 0.003
H -0.561 3.698 2.497 0.000
H 0.586 5.303 4.009 0.000
H 3.066 5.455 3.982 0.005
H 4.376 3.990 2.487 -0.001
S 5.068 -1.456 0.099 0.006
Sb 3.045 -2.595 0.193 0.003
S 1.697 -1.179 1.644 -0.009
S 1.764 -1.857 -1.827 0.010
Se 0.574 0.869 -3.011 0.228
Se -0.569 2.709 -3.672 0.248
Te 3.040 3.515 -4.442 0.274
Se 2.850 1.233 -3.552 0.238
N -1.506 -5.569 0.614 -0.001
C -1.495 -4.222 0.974 0.004
C -0.814 -3.299 0.167 0.034
N -0.812 -2.011 0.474 -0.005
C -1.471 -1.646 1.599 0.035
C -2.131 -2.577 2.353 -0.010
N -2.161 -3.883 2.058 0.027
H -0.686 -5.869 0.108 0.000
H -1.720 -6.160 1.402 0.000
H -0.266 -3.608 -0.713 0.005
H -1.428 -0.608 1.890 0.009
H -2.654 -2.268 3.250 -0.001
```

Output
* max |F|: 2.354 eV/Å
* multiplicity: 4
* relative energy (zero: lowest compared OMol25 entry of this formula, charge and spin): 15.1 kcal/mol
* net charge: -2
* DFT total energy: -296343.3438 eV
* HOMO level (spin up / spin down): -0.784 / -1.020 eV
* LUMO level (spin up / spin down): 4.17 / 3.62 eV
* orbital gap (spin up / spin down): 4.95 / 4.64 eV

***

C4H12 | ωB97M-V with the def2-TZVPD basis set

XYZ file:
```
16
Properties=species:S:1:pos:R:3:mulliken_charge:R:1
C -0.801 1.034 1.821 -0.429
C -1.807 2.070 1.001 -0.806
H -0.188 0.662 0.989 -0.048
H -0.129 1.451 2.661 0.270
H -1.382 0.174 2.218 0.228
H -1.332 2.226 0.052 0.298
H -1.668 3.034 1.559 0.216
H -2.781 1.559 1.119 0.271
C 0.521 -1.508 -1.054 -0.622
C 1.913 -1.525 -1.796 -0.824
H 0.739 -1.413 -0.011 0.158
H -0.037 -0.635 -1.489 0.187
H 0.080 -2.489 -1.281 0.329
H 1.935 -0.961 -2.645 0.300
H 2.707 -1.106 -1.099 0.231
H 2.231 -2.574 -2.045 0.241
```

Output
* max |F|: 4.255 eV/Å
* multiplicity: 1
* relative energy (zero: lowest compared OMol25 entry of this formula, charge and spin): 26.4 kcal/mol
* net charge: 0
* DFT total energy: -4341.3841 eV
* SMILES: CC.CC
* HOMO level: -11.228 eV
* LUMO level: 1.12 eV
* orbital gap: 12.35 eV

***

C4H8FN2 | ωB97M-V with the def2-TZVPD basis set

XYZ file:
```
15
Properties=species:S:1:pos:R:3:mulliken_charge:R:1
C -1.284 2.006 -0.644 0.076
C 1.832 -2.056 0.180 -0.427
C 0.594 -2.849 0.774 -0.476
C 0.434 -1.722 -0.102 0.448
N -0.086 2.290 -0.846 -0.338
N -2.159 2.657 0.028 -0.293
F -0.387 -0.767 -0.233 -0.130
H 2.223 -1.289 0.914 0.261
H 2.283 -2.614 -0.537 0.319
H 0.528 -3.827 0.337 0.276
H 0.337 -2.816 1.873 0.270
H 0.578 1.801 -1.472 0.271
H 0.400 3.252 -0.580 0.259
H -3.102 2.347 0.003 0.274
H -2.192 3.586 0.305 0.209
```

Output
* max |F|: 6.808 eV/Å
* multiplicity: 1
* relative energy (zero: lowest compared OMol25 entry of this formula, charge and spin): 154.2 kcal/mol
* net charge: +1
* DFT total energy: -9962.1378 eV
* HOMO level (spin up / spin down): -13.019 / -10.456 eV
* LUMO level (spin up / spin down): -4.69 / -7.09 eV
* orbital gap (spin up / spin down): 8.33 / 3.36 eV

***

C3H8NOS | ωB97M-V with the def2-TZVPD basis set

XYZ file:
```
14
Properties=species:S:1:pos:R:3:mulliken_charge:R:1
C -0.345 0.073 -0.114 -0.440
C -1.332 -0.329 0.996 -0.544
S -3.123 -0.350 0.668 -0.279
N 1.099 -0.028 0.333 -0.516
C 2.038 -0.014 -0.935 -0.456
O 1.737 0.845 -1.855 -0.823
H -0.500 1.035 -0.568 0.351
H -0.383 -0.755 -0.849 0.173
H -1.123 -1.392 1.279 0.308
H -1.158 0.259 1.861 0.330
H -3.079 0.852 0.001 0.098
H 1.307 0.865 0.824 0.260
H 1.935 -1.203 -1.250 0.173
H 2.924 0.143 -0.391 0.364
```

Output
* max |F|: 3.233 eV/Å
* multiplicity: 1
* relative energy (zero: lowest compared OMol25 entry of this formula, charge and spin): 53.1 kcal/mol
* net charge: -1
* DFT total energy: -17612.7017 eV
* SMILES: [O-]CNCCS
* HOMO level: -2.816 eV
* LUMO level: 3.14 eV
* orbital gap: 5.95 eV